1.
C16H20N2O8S2 in the gas phase. Source: the Open Molecules 2025 dataset; level of theory: wB97M-V/def2-TZVPD.

XYZ file:
```
48
Properties=species:S:1:pos:R:3:mulliken_charge:R:1
O 1.42039 0.39547 -3.13486 -0.776
C 1.96256 0.13527 -2.08110 0.251
O 2.66371 1.03270 -1.43920 -0.553
C 1.75163 -1.23129 -1.43622 0.838
C 1.64220 -2.37450 -2.45495 -0.932
C 2.04329 -3.59363 -1.62935 -0.484
C 3.16656 -3.02936 -0.76182 -0.658
N 2.79885 -1.64105 -0.51001 -0.062
S 2.65873 -1.10789 1.06092 1.445
O 3.37224 -2.01513 1.90285 -0.755
O 3.08666 0.27036 1.02294 -0.806
C 0.91031 -1.11582 1.46930 -0.671
C 0.28613 -2.31626 1.76011 -0.270
C -1.07238 -2.32711 2.03503 -1.113
C -1.79178 -1.14034 1.99789 -0.450
C -1.14739 0.04471 1.69859 -0.193
S -2.08678 1.58141 1.65544 1.467
O -1.17307 2.67887 1.72748 -0.729
O -3.11934 1.44551 2.64041 -0.771
N -2.83887 1.68990 0.20135 0.025
C -3.91925 0.80428 -0.18659 -0.444
C -4.17675 1.12713 -1.66744 -0.703
C -3.45416 2.45809 -1.89546 -0.975
C -2.25994 2.34432 -0.94167 0.072
C -1.13626 1.51373 -1.55622 0.164
O -0.79461 0.44755 -1.09340 -0.574
O -0.60522 2.07526 -2.61397 -0.523
C 0.20964 0.07471 1.44573 0.288
H 2.96208 0.77286 -0.52200 0.528
H 0.79161 -1.12457 -0.90738 -0.106
H 2.35038 -2.21035 -3.26744 0.353
H 0.64143 -2.44059 -2.87313 0.321
H 1.20701 -3.92127 -1.00999 0.237
H 2.37690 -4.42689 -2.24283 0.446
H 4.11663 -3.03720 -1.30574 0.362
H 3.30775 -3.54053 0.18947 0.337
H 0.87369 -3.22094 1.78791 0.569
H -1.56809 -3.25470 2.27679 0.444
H -2.84567 -1.11399 2.22667 0.591
H -3.63497 -0.24458 -0.05225 0.254
H -4.78331 1.01742 0.44806 0.422
H -5.23925 1.19202 -1.89085 0.400
H -3.73561 0.35430 -2.29712 0.298
H -3.14093 2.60417 -2.92650 0.422
H -4.08244 3.29196 -1.58548 0.372
H -1.84453 3.30931 -0.64189 0.457
H 0.15048 1.54599 -2.98576 0.547
H 0.70512 1.01068 1.24513 0.636
```

The energy above the lowest of the compared OMol25 structures with the same formula, charge and spin is 0.0 kcal/mol. The HOMO-LUMO gap is 9.71 eV. The charge is 0. The total energy is -2129.54639 Eh. The multiplicity is 1. As for the SMILES: O=C(O)[C@H]1CCCN1S(=O)(=O)c1cccc(S(=O)(=O)N2CCC[C@@H]2C(=O)O)c1.

2.
A gas-phase ion, C3H7N4 (charge +1). Source: the Open Molecules 2025 dataset; level of theory: wB97M-V/def2-TZVPD.

XYZ file:
```
14
Properties=species:S:1:pos:R:3:mulliken_charge:R:1
N 1.74803 0.96438 -0.09712 -0.361
C 1.15553 -0.29189 -0.07077 0.462
N 1.77165 -1.43988 -0.14057 -0.324
C -0.16458 -0.36545 0.31373 0.261
N -1.22729 -0.96759 -0.16861 -0.552
C -1.60694 0.10941 0.70932 0.087
N -2.38303 0.91786 -0.24018 -0.449
H 1.26237 1.82341 0.06272 0.241
H 2.73238 1.06227 -0.46198 0.265
H 1.23946 -2.32762 -0.21485 0.287
H 2.67962 -1.78065 -0.08448 0.207
H -1.89696 0.24788 1.73543 0.391
H -3.19739 1.62278 -0.19170 0.249
H -2.11285 0.42510 -1.15093 0.235
```

The energy above the lowest of the compared OMol25 structures with the same formula, charge and spin is 87.8 kcal/mol. The HOMO-LUMO gap (alpha / beta) is 7.96 / 7.96 eV. The charge is +1. The total energy is -337.16441 Eh. The multiplicity is 1. As for the SMILES: NC(=[NH2+])C1=N[C@@H]1N.

3.
6 unconnected molecules or ions with the total composition C31H37ClF40O9P2SSi. Source: the Open Molecules 2025 dataset; level of theory: wB97M-V/def2-TZVPD.

XYZ file:
```
122
Properties=species:S:1:pos:R:3:mulliken_charge:R:1
C -9.87939 -4.17905 -0.69110 -1.054
C -10.22641 -4.72518 0.68189 0.139
Cl -9.96813 -3.43078 1.90243 -0.147
C -9.44450 -5.97776 1.06539 -0.910
Si -7.57842 -5.95823 0.87994 -0.270
C -7.06551 -6.21481 -0.91878 -0.733
C -6.10397 -5.18855 -1.53376 -0.556
C -6.14851 -5.16567 -3.04880 -0.463
O -7.39878 -4.73075 -3.57364 -0.586
P -6.90361 -7.79638 2.05758 0.378
O -7.97174 -8.83674 2.09228 -0.632
P -6.46506 -4.26609 1.91688 0.469
O -6.65077 -2.89245 1.10286 -0.461
O -4.89236 -4.48700 1.51857 -0.282
S -6.84505 -4.26729 3.78884 -0.312
H -10.45896 -3.28572 -0.90951 0.461
H -10.09176 -4.92835 -1.45653 0.341
H -8.82223 -3.89863 -0.73182 0.097
H -11.28848 -4.95274 0.72810 0.406
H -9.74715 -6.77782 0.37737 0.433
H -9.72303 -6.32119 2.06097 0.454
H -7.98218 -6.25993 -1.51376 0.549
H -6.61900 -7.21146 -0.98612 0.630
H -5.07826 -5.42213 -1.24191 0.320
H -6.30779 -4.17837 -1.16333 0.200
H -5.96716 -6.17231 -3.43491 0.315
H -5.36497 -4.50924 -3.42721 0.194
H -7.93932 -4.37436 -2.86242 0.314
H -5.69695 -8.20228 1.42560 0.040
H -6.40004 -7.37166 3.30518 0.066
H -5.81335 -2.54565 0.76864 0.302
H -4.55775 -5.35840 1.76088 0.290
F -2.04494 -3.74676 -0.35080 -0.239
C -0.94910 -3.23384 0.24442 0.063
F -1.23361 -1.97543 0.63913 -0.250
C 0.23783 -3.18247 -0.73120 0.898
F 0.02488 -2.25080 -1.67294 -0.276
F 1.28658 -2.75256 0.05382 -0.307
C 0.72802 -4.49381 -1.35585 -0.831
O 0.25678 -4.78928 -2.65771 -0.387
C -0.90233 -5.46637 -2.88615 0.771
F -1.48485 -5.88556 -1.74666 -0.271
F -0.60204 -6.57276 -3.60793 -0.306
C -1.88686 -4.65452 -3.75103 0.196
F -2.08793 -3.43538 -3.21696 -0.225
F -3.07143 -5.30455 -3.77314 -0.194
H -0.69787 -3.83554 1.12123 0.298
H 1.79999 -4.35176 -1.48305 0.459
H 0.57408 -5.32085 -0.66271 0.343
H -1.50100 -4.55169 -4.76578 0.245
F 2.15877 1.19888 4.89232 -0.205
C 1.04534 0.55856 4.46658 0.300
F 0.35873 0.14516 5.55200 -0.314
C 1.41559 -0.64725 3.59901 0.893
F 2.00218 -1.60198 4.34213 -0.302
F 0.21582 -1.13393 3.15192 -0.298
C 2.22494 -0.35793 2.33031 -0.209
O 3.63118 -0.50781 2.42331 -0.412
C 4.45026 0.50665 2.79908 0.586
F 3.80205 1.67626 2.93805 -0.227
F 5.36396 0.68396 1.80089 -0.236
C 5.27172 0.16371 4.05646 0.229
F 4.46071 -0.20833 5.06267 -0.230
F 5.95433 1.26521 4.43594 -0.258
H 0.42948 1.25444 3.89492 0.097
H 1.91446 -1.12795 1.62712 -0.080
H 1.94545 0.61059 1.91394 0.397
H 5.97258 -0.64141 3.82993 0.275
F 1.88901 6.29065 2.23502 -0.289
C 1.73123 4.96993 2.02662 0.207
F 1.48740 4.78019 0.70839 -0.247
C 0.54025 4.41442 2.82163 0.897
F -0.61427 4.88501 2.33309 -0.278
F 0.59205 3.06061 2.55070 -0.285
C 0.58186 4.52366 4.34899 -0.638
O -0.11768 5.61450 4.91143 -0.436
C 0.46678 6.82765 5.13086 0.771
F 1.77985 6.82114 4.84636 -0.285
F 0.34327 7.10871 6.45119 -0.306
C -0.26543 7.96273 4.38922 0.191
F -0.36545 7.68050 3.07645 -0.202
F 0.44602 9.09994 4.53253 -0.253
H 2.64963 4.44319 2.29663 0.232
H 0.04274 3.64623 4.70480 0.309
H 1.61033 4.45732 4.70502 0.437
H -1.26180 8.09712 4.81295 0.230
F 3.02369 7.06382 -4.90964 -0.212
C 4.35241 7.13830 -5.12608 0.041
F 4.73469 6.03351 -5.80002 -0.257
C 5.12236 7.20253 -3.79961 0.941
F 5.03644 6.02914 -3.15256 -0.205
F 6.42913 7.38501 -4.18006 -0.342
C 4.81881 8.37002 -2.85439 -0.763
O 3.89963 8.11163 -1.81149 -0.362
C 2.55777 8.30450 -1.94775 0.735
F 2.23664 8.87163 -3.12350 -0.293
F 2.16659 9.16273 -0.97119 -0.300
C 1.76432 7.00705 -1.70808 0.596
F 2.21442 6.02086 -2.50674 -0.213
F 0.46531 7.23757 -2.00027 -0.291
H 4.57169 8.01974 -5.73364 0.272
H 5.76293 8.55825 -2.34558 0.369
H 4.55504 9.26008 -3.42590 0.339
H 1.85706 6.70671 -0.66482 -0.122
F 5.42593 0.48439 -3.70448 -0.233
C 5.15112 1.44781 -2.79932 0.090
F 4.95042 2.60547 -3.45914 -0.237
C 6.32200 1.62668 -1.82353 0.965
F 7.37729 2.16382 -2.45852 -0.299
F 5.86260 2.54171 -0.91006 -0.280
C 6.75025 0.41442 -0.99070 -0.710
O 7.84088 -0.34064 -1.48454 -0.426
C 7.67654 -1.38661 -2.33590 0.794
F 6.38239 -1.69914 -2.52496 -0.289
F 8.26866 -2.47353 -1.77124 -0.310
C 8.40137 -1.16718 -3.67703 0.167
F 8.01238 -0.00932 -4.24082 -0.211
F 8.08120 -2.18100 -4.51057 -0.259
H 4.24095 1.18411 -2.25456 0.245
H 7.11764 0.84342 -0.06047 0.356
H 5.89026 -0.21152 -0.75363 0.414
H 9.48019 -1.15541 -3.51415 0.246
```

The HOMO-LUMO gap is 8.98 eV. The charge is 0. The total energy is -7705.96619 Eh. The multiplicity is 1. As for the SMILES: C[C@H](Cl)C[Si@](CCCO)([PH2]=O)P(O)(O)=S.FC(F)C(F)(F)COC(F)(F)C(F)F.FC(F)C(F)(F)COC(F)(F)C(F)F.FC(F)C(F)(F)COC(F)(F)C(F)F.FC(F)C(F)(F)COC(F)(F)C(F)F.FC(F)C(F)(F)COC(F)(F)C(F)F.

4.
2 unconnected molecules or ions with the total composition C5H9NO. Source: the Open Molecules 2025 dataset; level of theory: wB97M-V/def2-TZVPD.

XYZ file:
```
16
Properties=species:S:1:pos:R:3:mulliken_charge:R:1
C 0.45469 2.17706 1.39539 -0.791
C 0.03535 1.24623 0.54488 0.043
C -1.20387 0.40893 0.75067 -0.228
C -2.14331 0.52906 -0.37717 0.172
N -2.86305 0.61521 -1.27936 -0.430
H 1.36783 2.74152 1.22095 0.264
H -0.10378 2.41532 2.29928 0.240
H 0.59768 1.03387 -0.36263 0.193
H -1.70945 0.70419 1.67561 0.317
H -0.92251 -0.65044 0.81628 0.218
C 1.43413 -1.85149 -1.05277 -0.571
O 0.06518 -2.01350 -0.73868 -0.483
H 1.66272 -0.82909 -1.38530 0.234
H 1.99165 -2.04861 -0.13548 0.239
H 1.78128 -2.55872 -1.81970 0.296
H -0.44454 -1.91953 -1.55196 0.288
```

The energy above the lowest of the compared OMol25 structures with the same formula, charge and spin is 50.2 kcal/mol. The HOMO-LUMO gap is 11.17 eV. The charge is 0. The total energy is -325.85757 Eh. The multiplicity is 1. As for the SMILES: C=CCC#N.CO.